Entry 1:
Molecular formula: C4H2LiO2Tb
Method: DFT, ωB97M-V/def2-TZVPD

```
10
Properties=species:S:1:pos:R:3:forces:R:3:mulliken_charge:R:1
Tb -0.203 -0.408 1.841 -0.3586 -0.9350 2.4024 1.583
O -1.122 1.659 -1.427 0.1821 0.2415 2.8454 -0.607
O 0.213 -1.770 -0.041 0.0238 -1.0205 -0.2647 -0.422
C 0.885 -1.470 -1.149 0.5656 2.2288 -0.8227 0.310
C 1.451 -0.690 -1.905 -0.7078 -1.7386 0.1198 -0.461
C 0.127 1.324 0.661 0.5113 1.8725 0.5753 -1.004
C -0.687 1.624 -0.267 -0.4004 -0.7719 -4.7751 0.901
Li -0.800 0.142 -2.590 0.0139 0.3711 -0.1701 0.928
H 2.022 -0.344 -2.755 0.0621 0.0909 0.3916 0.372
H -0.051 -2.703 -0.004 0.1081 -0.3389 -0.3020 0.400
```
Positions in Å, forces in eV/Å.

charge: +2
spin multiplicity: 7
HOMO (alpha / beta): -0.6316 / -0.5897 Eh

---

Entry 2:
Molecular formula: C6H18N4
Method: DFT, ωB97M-V/def2-TZVPD

```
28
Properties=species:S:1:pos:R:3:forces:R:3:nbo_charge:R:1
N 0.760 1.242 0.895 0.2383 0.0049 0.4179 -0.820
N -0.214 0.821 -1.122 -0.1178 -0.1624 -0.1993 -0.834
N -1.000 2.629 0.129 0.0061 -0.1725 0.0240 -0.447
N 1.971 -1.419 0.668 0.4128 -0.0267 0.4639 -1.127
C 0.059 -3.063 -0.260 -0.7239 -1.4290 0.1913 -0.110
C -1.061 3.412 1.341 0.0870 -0.1145 -0.0074 -0.410
C 0.910 -3.385 -1.444 0.2446 0.1190 0.2836 -0.659
C -1.609 3.229 -1.037 -0.1501 -0.0323 -0.1480 -0.412
C -0.039 -3.838 0.828 -0.2801 0.5912 -0.8610 -0.458
C -0.128 1.569 0.038 -0.0299 0.4810 0.0515 0.602
H -0.727 -3.594 1.623 -0.0510 -0.0320 0.1190 0.194
H 0.543 -4.743 0.914 0.1881 -0.0449 0.1232 0.187
H 1.437 -4.328 -1.306 -0.0530 -0.0864 -0.0419 0.206
H -2.694 3.076 -1.035 0.0355 0.0930 -0.0560 0.189
H -2.024 3.923 1.376 0.0287 -0.0069 0.0313 0.206
H -0.987 2.761 2.211 -0.0175 0.0533 0.0001 0.214
H 2.984 -1.297 0.686 -0.3329 0.0575 0.1216 0.352
H -1.409 4.305 -1.048 -0.0166 -0.0412 -0.0431 0.196
H -1.147 0.611 -1.442 0.0250 -0.0104 -0.0025 0.377
H 1.535 -0.498 0.784 0.3121 -0.0841 0.2291 0.402
H 0.895 1.901 1.652 -0.1551 0.0929 -0.1191 0.348
H -1.192 2.796 -1.943 -0.0231 0.0780 0.0324 0.226
H 0.381 0.004 -1.067 -0.0362 0.0066 -0.0274 0.409
H 1.662 -2.607 -1.551 0.0465 0.0876 -0.1442 0.237
H -0.649 -2.254 -0.409 0.1839 0.3178 0.3247 0.180
H -0.265 4.166 1.389 -0.0247 -0.0117 0.0298 0.187
H 0.312 -3.425 -2.349 -0.0824 -0.0854 -0.1870 0.206
H 1.699 -1.994 1.476 0.2855 0.3576 -0.6063 0.362
```
Positions in Å, forces in eV/Å.

SMILES: [H]/N=C(/N)N(C)C.C=CC.N
charge: 0
ΔE to the lowest compared entry with this formula, charge and spin: 72.62 kJ/mol
HOMO: -0.3129 Eh

---

Entry 3:
Molecular formula: C16H33N6SSbV
Method: DFT, ωB97M-V/def2-TZVPD

```
58
Properties=species:S:1:pos:R:3:forces:R:3:nbo_charge:R:1
Sb -1.111 -1.137 -0.416 -0.5096 -0.3529 0.0350 1.041
V 1.124 0.353 0.184 -0.5136 0.5327 -1.6913 1.042
S 3.274 0.818 -0.599 0.3837 0.2040 0.0941 -0.092
N 1.739 1.005 1.779 0.5075 0.7264 0.8909 -0.362
N 1.955 2.276 1.282 0.0378 -0.1013 0.1156 -0.426
N -0.936 4.570 -2.975 -0.0079 -0.0255 0.0088 -0.672
N 1.647 -1.332 1.339 0.1987 -0.6625 0.3945 -0.494
N 3.398 3.442 -0.051 0.0583 0.1709 -0.0825 -0.756
N 0.334 1.861 -1.432 -0.0829 -0.2565 0.0650 -0.848
C -1.783 -0.675 -3.405 -0.1250 0.0169 0.0272 -0.621
C 1.746 -2.608 0.955 -0.0513 0.2136 0.0934 0.081
C -1.552 3.309 -2.394 0.0910 0.1118 -0.0873 -0.240
C -3.698 -1.156 1.263 0.0551 0.0624 0.0588 -0.628
C -2.425 -0.616 -2.015 0.1315 -0.0050 -0.1155 -0.716
C 2.694 1.059 4.041 -0.0090 -0.0577 0.1056 -0.695
C 2.217 -2.003 3.577 0.0706 -0.2035 0.1970 -0.173
C 2.897 2.267 0.303 -0.2385 -0.5364 0.1328 0.284
C -2.276 -0.587 1.307 -0.0893 -0.1119 -0.0831 -0.685
C -0.712 -3.983 -1.576 -0.0462 -0.0263 0.0559 -0.628
C 2.080 0.417 2.863 0.1078 -0.0727 -0.0412 0.388
C 2.281 -3.335 3.163 0.0337 -0.0254 0.1323 -0.092
C 2.074 -3.632 1.833 -0.0003 -0.0704 -0.0352 -0.200
C 1.926 -1.045 2.646 -0.0360 0.3646 -0.2261 0.121
C -0.817 2.754 -1.175 0.1751 0.0202 0.0541 -0.253
C -1.310 -3.259 -0.370 0.1118 0.0262 -0.1233 -0.677
H 3.300 4.227 0.579 0.0021 -0.0043 0.0106 0.434
H 2.519 -4.116 3.874 -0.0053 0.0226 -0.0121 0.268
H -0.839 -5.059 -1.458 0.0015 0.0121 -0.0022 0.256
H 2.136 0.791 4.942 0.0298 0.0076 -0.0076 0.278
H 2.162 -4.646 1.465 -0.0100 0.0196 -0.0034 0.267
H -1.602 2.587 -3.207 -0.0061 -0.0358 -0.0174 0.242
H -3.249 -1.325 -1.936 -0.0425 0.0189 -0.0586 0.260
H -2.843 0.367 -1.789 -0.0193 0.0265 -0.0295 0.214
H -4.252 -0.830 2.144 0.0085 -0.0116 -0.0175 0.253
H -2.386 -3.417 -0.312 -0.0350 -0.0508 0.0166 0.251
H -1.471 4.891 -3.790 -0.0101 -0.0179 0.0173 0.468
H -1.723 -0.958 2.172 -0.0316 0.0073 0.0303 0.233
H -1.563 2.202 -0.606 -0.0228 -0.0867 0.0237 0.237
H -0.898 -0.038 -3.502 0.0018 0.0202 0.0116 0.167
H -1.463 -1.683 -3.664 -0.0012 0.0112 0.0294 0.239
H -1.211 -3.706 -2.505 -0.0040 0.0089 0.0284 0.221
H 2.422 -1.725 4.603 0.0028 -0.0295 -0.0330 0.263
H 1.165 2.367 -1.731 0.0066 0.0076 0.0495 0.402
H -0.881 -3.589 0.576 0.0057 -0.0593 0.0021 0.235
H 0.117 1.202 -2.179 -0.0301 0.0928 -0.0693 0.400
H -4.253 -0.815 0.388 0.0268 0.0090 0.0095 0.215
H 4.136 3.476 -0.739 -0.0249 0.0221 -0.0046 0.437
H -3.702 -2.245 1.265 0.0223 0.0145 -0.0010 0.224
H 3.715 0.689 4.168 -0.0074 0.0018 0.0129 0.283
H -2.285 0.502 1.376 -0.0154 0.0291 0.0133 0.219
H -2.495 -0.362 -4.170 0.0095 -0.0129 0.0105 0.247
H -2.568 3.582 -2.119 -0.0341 0.0307 0.0093 0.260
H -0.940 5.341 -2.299 -0.0022 -0.0192 0.0011 0.454
H 0.029 4.441 -3.292 -0.0192 -0.0161 0.0002 0.445
H 0.356 -3.794 -1.707 -0.0001 0.0161 0.0148 0.201
H 1.565 -2.815 -0.091 -0.0171 -0.0013 -0.0383 0.222
H 2.710 2.139 3.934 -0.0088 0.0186 -0.0134 0.270
H -0.476 3.557 -0.519 -0.0237 0.0067 0.0411 0.237
```
Positions in Å, forces in eV/Å.

charge: +3
spin multiplicity: 3
HOMO (alpha / beta): -0.6362 / -0.6462 Eh

---

Entry 4:
Molecular formula: C5H16NS
Method: DFT, ωB97M-V/def2-TZVPD

```
23
Properties=species:S:1:pos:R:3:forces:R:3:nbo_charge:R:1
S -0.081 -2.185 -3.474 0.0220 0.0181 0.1658 -0.024
N 2.328 1.583 1.942 -0.0175 -0.1938 -0.2052 -0.668
C -1.663 -0.414 -2.088 0.0539 -0.1180 -0.1779 -0.417
C -0.525 -1.407 -1.885 -0.0209 -0.0608 -0.0710 -0.502
C 0.874 1.259 1.650 0.0027 -0.1167 0.0588 -0.215
C -2.090 0.228 -0.778 -0.0765 -0.0926 0.0219 -0.593
C 0.611 -0.201 1.956 0.2232 0.0825 -0.0792 -0.645
H -0.830 -2.179 -1.177 0.0267 -0.0172 0.0084 0.209
H 2.548 2.555 1.733 0.0382 0.1180 0.0621 0.448
H 0.714 1.503 0.603 -0.0101 -0.0129 -0.0134 0.233
H -0.439 -0.419 1.784 -0.0425 -0.0325 0.0084 0.269
H -1.341 0.351 -2.798 -0.0390 0.0400 0.0010 0.208
H 2.541 1.397 2.923 0.0739 0.0503 0.0213 0.443
H 1.203 -0.847 1.305 -0.0663 -0.0255 -0.0634 0.227
H -1.241 0.736 -0.324 0.0565 0.1769 0.1023 0.161
H 0.808 -3.058 -2.971 -0.0796 0.0670 -0.0640 0.125
H 0.354 -0.890 -1.490 -0.0055 0.0053 0.0615 0.179
H 2.945 0.996 1.370 -0.0631 0.0591 0.1205 0.443
H -2.509 -0.927 -2.549 -0.0115 -0.0122 0.0143 0.221
H -2.456 -0.513 -0.066 0.0279 -0.0938 -0.0042 0.206
H 0.857 -0.453 2.988 -0.1072 0.0653 0.0595 0.227
H -2.891 0.951 -0.918 0.0231 0.0940 -0.0586 0.230
H 0.282 1.935 2.261 -0.0085 -0.0006 0.0313 0.233
```
Positions in Å, forces in eV/Å.

charge: +1
ΔE to the lowest compared entry with this formula, charge and spin: 76.50 kJ/mol
HOMO: -0.4159 Eh

---

no.,total energy (hartree)
1,-1135.2355
2,-458.3966
3,-2539.4855
4,-652.7846